DFT (the ωB97M-V functional and the def2-TZVPD basis) results for 3 unconnected molecules or ions with the total composition C3H8N at a distorted geometry.

CARTESIAN COORDINATES (ANGSTROEM)
1 C 1.45041 -0.03746 -0.65399
2 C 0.25172 -0.00773 -1.46354
3 C -1.02449 0.17661 -0.72694
4 N -1.88532 -0.74593 -0.66007
5 H 2.27152 -0.27189 -1.32864
6 H 1.56927 0.94966 -0.12461
7 H 1.53868 -0.87280 0.10289
8 H 0.17065 -0.15465 -2.54450
9 H -1.18030 1.17948 -0.26640
10 H -2.85180 -0.45590 -0.52287
11 H -0.40280 0.28996 4.53778
12 H 0.09246 -0.04936 3.65090

E (eV): -4717.8197
Kohn-Sham gap (eV): 7.151
Charge: +1